[1]
Density functional theory data (the ωB97M-V functional and the def2-TZVPD basis) for a molecular structure, C3H7IN2S.

Geometry (Å):
I -1.1028 3.4085 -1.3059
S -1.8042 0.2523 -1.6199
N 0.9381 1.0448 3.1866
N 0.0941 1.0797 1.0302
C -0.5911 1.4166 -1.4555
C -0.0361 1.0849 2.3568
C -0.7948 -1.2398 -1.4213
H 0.0049 -1.2331 -2.1574
H -0.3932 -1.2420 -0.4111
H -1.0447 1.0533 2.7447
H 1.0711 1.1257 0.7415
H 0.4406 1.1650 -1.5734
H 1.8727 1.0874 2.7881
H -1.4455 -2.0941 -1.5794

## Properties
**Orbital gap (alpha / beta)**: 0.2668 / 0.2611 Ha
**Energy above the lowest of the compared OMol25 structures with the same formula, charge and spin**: 0.00 kcal per mole
**2S+1**: 3
**Expectation value of S²**: 2.040
**HOMO (alpha / beta)**: -6.7 / -9.1 eV

***

[2]
Density functional theory data (the ωB97M-V functional and the def2-TZVPD basis) for 9 unconnected molecules or ions with the total composition C24H69N3O12.

Geometry (Å):
O 11.8768 7.8539 13.9403
O 14.3884 11.6149 16.1574
O 15.0701 18.4172 11.3690
O 18.3010 14.7572 9.5022
O 13.1159 13.7708 11.8621
O 10.5649 10.7905 9.7532
O 15.9429 9.5996 11.4530
O 18.2990 10.0431 9.9620
O 13.6629 7.5440 12.0785
O 19.0468 8.8264 14.8899
O 14.0265 16.7914 15.1158
O 14.5795 6.4844 8.1031
N 14.8521 14.8674 10.0150
N 15.7432 14.4679 16.0742
N 11.1308 8.0126 8.0467
C 12.3412 7.1828 7.7242
C 19.2531 10.9716 10.3371
C 11.5163 9.4735 7.9079
C 10.6680 9.6854 10.6414
C 16.0064 13.9563 9.6974
C 14.5964 6.5679 12.4553
C 15.6551 12.0068 15.4796
C 15.1137 10.6968 11.6497
C 19.5270 14.5022 8.9009
C 17.1216 14.3891 8.6913
C 10.5152 10.4330 8.3477
C 15.8278 14.9702 14.7330
C 17.8953 8.1632 14.3401
C 13.4828 7.1838 8.7330
C 14.1409 19.5488 11.3821
C 15.3914 16.1057 10.5590
C 12.1579 12.7795 11.8343
C 13.5566 18.1076 14.8111
C 15.3578 16.5021 14.7145
C 16.3680 13.1488 16.2495
C 12.8103 8.3635 14.9325
C 14.4563 10.7197 17.2616
C 14.4433 17.3017 10.7196
C 15.5152 6.0926 9.0120
H 20.2021 10.5400 10.6552
H 15.3465 12.2245 14.4571
H 11.1831 12.9191 12.3015
H 9.7284 9.1370 10.5740
H 10.4000 7.8061 7.3808
H 11.7892 9.6463 6.8668
H 16.6938 15.1034 7.9878
H 12.7747 14.4026 12.4993
H 13.5142 16.9573 11.1737
H 13.2315 6.6043 9.6213
H 13.4127 10.6101 17.5565
H 19.0320 11.7697 11.0459
H 18.8950 8.6471 15.8208
H 15.1608 10.9944 18.0467
H 17.6822 8.6533 13.3902
H 15.9384 15.8976 11.4786
H 17.4161 13.1525 15.9504
H 11.9273 6.1746 7.7055
H 16.9023 14.8755 14.5762
H 15.5990 16.8544 13.7116
H 13.6307 7.6786 15.1471
H 20.2628 14.6140 9.6973
H 18.0672 7.1077 14.1290
H 16.3797 12.9354 17.3183
H 16.0274 17.1180 15.3148
H 14.9680 14.7976 16.6314
H 15.4636 6.7399 11.8177
H 14.2007 5.5526 12.4323
H 15.7685 11.5566 11.7912
H 13.8915 8.1718 8.9453
H 12.7486 7.4183 6.7410
H 13.8761 19.7639 10.3468
H 14.9980 6.7709 13.4482
H 11.5538 9.0530 10.5812
H 9.5325 9.9722 8.2480
H 13.2874 19.3798 12.0386
H 10.6954 10.0354 11.6733
H 19.5354 13.4782 8.5273
H 13.9017 18.8942 15.4822
H 16.0521 6.8095 9.6332
H 12.6330 12.0364 12.4748
H 15.5045 8.7456 11.4670
H 16.3026 13.5082 10.6458
H 10.9885 7.7334 14.2838
H 19.4455 11.6490 9.5051
H 12.4798 18.2586 14.7352
H 15.0406 5.4259 9.7320
H 12.0830 12.2857 10.8654
H 16.0883 5.4282 8.3654
H 16.2604 16.4685 10.0100
H 15.4555 13.1756 9.1730
H 12.8281 7.4231 12.5368
H 14.6726 20.4561 11.6686
H 17.5552 10.0873 10.5672
H 17.4210 13.5200 8.1055
H 12.4414 9.7006 8.4378
H 19.7797 15.1768 8.0829
H 16.2822 11.1157 15.4520
H 10.6034 11.3480 7.7620
H 16.9929 8.3365 14.9264
H 14.3246 17.5682 9.6693
H 14.2036 14.3320 10.5743
H 14.4159 10.9706 10.8584
H 14.5248 10.5168 12.5491
H 15.2421 14.3520 14.0526
H 13.9645 18.4280 13.8524
H 13.1862 9.3420 14.6337
H 14.7817 9.7912 16.7925
H 12.2448 8.3917 15.8639

## Properties
**Orbital gap**: 0.3059 Ha
**Energy above the lowest of the compared OMol25 structures with the same formula, charge and spin**: 76.37 kcal per mole
**HOMO**: -8.0 eV
**SMILES string**: COCCNCCOC.COCCNCCOC.COCCNCCOC.CO.CO.CO.CO.CO.CO

***

[3]
Density functional theory data (the ωB97M-V functional and the def2-TZVPD basis) for a molecular structure, C35H27N6O4SeTi.

Geometry (Å):
Se 1.7001 -3.0902 0.8777
Ti 0.1544 0.0676 0.0617
O 0.0840 -1.6339 -0.7818
O 1.4088 -1.6700 -0.2134
O 2.6326 1.4315 -6.4281
O -3.3333 1.9071 -5.9769
N -1.2391 -0.5161 1.4330
N -2.8980 4.0159 8.9937
N -1.2852 0.5332 -1.6168
N 2.0827 -5.0297 -1.3728
N -0.5269 2.0229 0.5586
N 1.3349 0.7781 -1.7198
C -0.3522 4.2833 0.6904
C 2.7426 0.9591 -4.1100
C -2.8138 2.9822 4.2924
C 1.3554 1.0132 -4.0939
C 2.5929 0.0369 3.6612
C -0.9158 2.4326 1.8345
C -2.6527 3.6058 7.9497
C -0.7796 3.8470 1.9176
C -2.6058 0.5474 -1.4252
C 3.5056 1.0229 -5.4002
C -1.7509 2.1004 4.1270
C 3.4066 0.8116 -2.8986
C 3.4390 1.1316 3.5677
C 1.9254 -4.2803 -0.5141
C -1.6120 1.4175 -3.8037
C 2.6721 0.7161 -1.7348
C 1.6071 0.5884 1.5083
C -0.9876 1.7121 5.2253
C -2.3323 -1.9415 2.8149
C -3.9015 1.9660 -4.6888
C -1.4027 1.5603 2.7881
C -1.2775 2.2126 6.4821
C 0.6861 0.9217 -2.8873
C -0.2042 3.1257 -0.1058
C -3.1178 3.4756 5.5495
C -0.7928 0.9564 -2.7876
C -2.9866 1.4301 -3.6138
C -1.6079 0.1787 2.5827
C 3.3645 1.9640 2.4599
C 1.6879 -0.2289 2.6401
C -3.4865 0.9753 -2.4006
C -1.6939 -1.7870 1.5945
C 2.4501 1.6988 1.4491
C -2.3458 3.0923 6.6429
C -2.2948 -0.6921 3.4359
H -2.7160 -0.4285 4.3923
H -2.7824 -2.8462 3.1866
H -4.0850 3.0237 -4.4844
H 4.0120 2.8289 2.3894
H -4.8691 1.4587 -4.6390
H -1.5129 -2.5215 0.8251
H 2.3928 2.3875 0.6115
H 4.1464 1.3418 4.3587
H -0.1610 5.2957 0.3771
H -3.9485 4.1531 5.6892
H -4.5499 0.9547 -2.2027
H -1.1979 1.7764 -4.7346
H -2.9510 0.2000 -0.4601
H -3.4304 1.0162 -6.3292
H -0.6843 1.9259 7.3392
H -0.1582 1.0299 5.0881
H 0.8135 1.1149 -5.0213
H 2.6328 -0.6085 4.5300
H 4.3483 1.7123 -5.2818
H 3.1066 1.4424 -7.2651
H 3.1539 0.5903 -0.7744
H 4.4861 0.7624 -2.8484
H -1.0013 4.4443 2.7865
H -3.4106 3.2722 3.4373
H 1.0042 -1.0668 2.7663
H 0.1512 3.0765 -1.1250
H 3.9177 0.0253 -5.5980

## Properties
**Orbital gap**: 0.2471 Ha
**Energy above the lowest of the compared OMol25 structures with the same formula, charge and spin**: 50.62 kcal per mole
**Charge**: +1
**HOMO**: -10.7 eV

***

[4]
Density functional theory data (the ωB97M-V functional and the def2-TZVPD basis) for a molecular structure, C21H20ClInNPS.

Geometry (Å):
In -0.8595 0.9404 -0.5187
Cl -0.3293 -0.0059 1.5553
S -2.2730 5.3170 -0.3192
P -1.2659 -1.1750 -1.9783
N -1.1072 3.0825 0.1450
C -3.6152 -2.6401 -2.2584
C 0.1235 -3.3220 -0.9140
C -4.8045 -1.5963 0.0589
C -0.1236 0.1411 -4.1241
C -1.6194 3.4812 1.3876
C 0.1153 -3.1898 -3.3552
C -2.5489 0.6621 -5.4184
C -2.9231 -1.7142 -1.4631
C -3.4936 -1.2563 -0.2590
C -2.5492 -0.1075 -4.2536
C -0.2461 -2.6581 -2.1046
C -5.5063 -2.4980 -0.7475
C -1.3674 3.9685 -0.8376
C -2.2702 4.6923 1.3307
C 0.8166 -4.3962 -3.4130
C 0.8052 -4.5349 -0.9879
C -0.1421 0.9184 -5.2789
C 1.1524 -5.0702 -2.2355
C -4.9044 -3.0353 -1.8913
C -1.3544 1.1763 -5.9301
C -1.3331 -0.3776 -3.6061
H 0.7920 1.3198 -5.6763
H 1.6904 -6.0190 -2.2881
H -3.1412 -3.0536 -3.1538
H -2.5367 1.0326 -0.8345
H -1.4670 2.8488 2.2543
H -5.4361 -3.7595 -2.5074
H -6.5213 -2.7895 -0.4740
H -0.1312 -2.8740 0.0510
H -2.9105 -0.6386 0.4339
H -1.0656 3.8135 -1.8804
H -1.3642 1.7824 -6.8374
H -3.4820 -0.5008 -3.8476
H 1.0944 -4.8057 -4.3834
H 0.8199 -0.0564 -3.6080
H -0.1599 -2.6634 -4.2713
H -3.4928 0.8614 -5.9290
H -2.7448 5.1791 2.1610
H -2.0213 1.6170 -1.5667
H 1.0656 -5.0665 -0.0735
H -5.2758 -1.1708 0.9487

## Properties
**Orbital gap**: 0.2104 Ha
**Charge**: +2
**HOMO**: -14.8 eV